# 1
C6H10OS | ωB97M-V with the def2-TZVPD basis set

Atoms and positions in Å:
1 O 0.989 0.050 -1.632
2 C -0.416 -0.015 -1.829
3 C -1.113 0.750 -0.722
4 C -0.632 0.346 0.691
5 C -0.138 -1.096 1.007
6 C 1.133 -0.493 1.666
7 C 0.714 0.879 1.158
8 S 1.409 2.318 1.116
9 H 1.416 -0.430 -2.379
10 H -0.792 -1.070 -1.844
11 H -0.681 0.414 -2.807
12 H -2.183 0.586 -0.834
13 H -0.901 1.844 -0.819
14 H -1.380 0.671 1.406
15 H -0.796 -1.689 1.664
16 H 0.096 -1.696 0.118
17 H 1.175 -0.537 2.775
18 H 2.100 -0.831 1.265

**Gap between HOMO and LUMO**: 8.5 eV
**Energy relative to the best compared isomer or geometry (same formula, charge and spin)**: 146.9 kJ/mol

Atomic partial charges in e from the Mulliken method, atoms 1 to 6:
1. O -0.477
2. C -0.599
3. C -0.781
4. C 0.177
5. C -0.721
6. C -0.441

---

# 2
C6H10OS | ωB97M-V with the def2-TZVPD basis set

Atoms and positions in Å:
1 C 1.957 0.935 -0.068
2 C 0.765 0.002 -0.037
3 C -0.091 -0.166 1.278
4 C -1.271 -1.026 0.753
5 C -0.896 -1.167 -0.723
6 C -0.460 0.208 -1.049
7 H 2.823 0.345 0.354
8 H 2.319 1.360 -1.034
9 H 1.777 1.724 0.718
10 H -0.425 0.804 1.641
11 H 0.486 -0.672 2.013
12 H -2.228 -0.544 0.874
13 H -1.397 -1.949 1.286
14 H -1.574 -1.740 -1.342
15 H -0.088 0.346 -2.061
16 H -1.055 2.032 -1.054
17 O -1.472 1.189 -0.834
18 S 0.831 -1.680 -0.716

**Gap between HOMO and LUMO**: 9.4 eV
**Energy relative to the best compared isomer or geometry (same formula, charge and spin)**: 99.8 kJ/mol

Atomic partial charges in e from the Mulliken method, atoms 1 to 6:
1. C -1.261
2. C 0.640
3. C -0.633
4. C -0.868
5. C 0.007
6. C -0.673

---

# 3
C6H10S | ωB97M-V with the def2-TZVPD basis set

Atoms and positions in Å:
1 C -1.715 1.423 -0.507
2 C -0.645 0.704 -0.229
3 C -1.453 -0.556 0.512
4 C -1.502 -1.821 -0.333
5 C 1.709 0.884 0.705
6 C 0.776 0.978 -0.477
7 S -2.962 0.461 0.278
8 H -1.993 2.420 -0.999
9 H -1.080 -0.584 1.614
10 H -1.279 -1.617 -1.341
11 H -2.428 -2.136 -0.440
12 H -0.769 -2.572 0.016
13 H 2.729 1.179 0.268
14 H 1.726 -0.113 0.907
15 H 1.280 1.395 1.452
16 H 0.932 0.349 -1.438
17 H 0.865 2.126 -0.865

**Gap between HOMO and LUMO**: 8.9 eV
**Energy relative to the best compared isomer or geometry (same formula, charge and spin)**: 306.0 kJ/mol

Atomic partial charges in e from the Mulliken method, atoms 1 to 6:
1. C -0.170
2. C -0.501
3. C 0.259
4. C -1.466
5. C -1.301
6. C -0.193

---

# 4
C6H10S | ωB97M-V with the def2-TZVPD basis set

Atoms and positions in Å:
1 C 1.914 -0.494 -0.402
2 C 0.434 -0.455 -0.289
3 C -0.270 -1.496 0.187
4 C -1.730 -1.381 0.223
5 S -2.138 0.338 -0.441
6 C -0.414 0.872 -0.483
7 C -0.028 1.982 0.490
8 H 2.229 -1.524 -0.227
9 H 2.310 0.176 0.331
10 H 2.161 -0.123 -1.366
11 H 0.067 -2.435 0.608
12 H -2.161 -1.530 1.227
13 H -2.231 -2.023 -0.483
14 H -0.203 1.153 -1.459
15 H -0.031 1.741 1.565
16 H 0.954 2.442 0.225
17 H -0.862 2.757 0.295

**Gap between HOMO and LUMO**: 9.4 eV
**Energy relative to the best compared isomer or geometry (same formula, charge and spin)**: 97.0 kJ/mol

Atomic partial charges in e from the Mulliken method, atoms 1 to 6:
1. C -1.370
2. C 0.342
3. C -0.498
4. C -0.640
5. S -0.199
6. C 0.115

---

Number 1: calculated total energy -707.99434 hartree. Number 2: calculated total energy -708.01226 hartree. Number 3: calculated total energy -632.69292 hartree. Number 4: calculated total energy -632.77254 hartree.